Entry from OMol25: a cluster of 12 separate species, C45H111N3O12 in total in a non-equilibrium geometry (ωB97M-V/def2-TZVPD).

Geometry (Å):
1 C -3.194 -2.374 -2.158
2 H -5.500 1.106 3.387
3 H 1.573 2.167 1.334
4 O -3.135 -0.476 -3.638
5 H -2.737 -1.843 2.229
6 H 4.714 -5.706 1.038
7 H 2.927 0.424 1.898
8 H -1.116 -5.463 1.407
9 H 2.472 -4.612 1.897
10 H -4.512 -6.069 2.447
11 H -2.978 -6.703 4.231
12 H -2.998 -0.874 3.664
13 H 2.276 8.399 -0.233
14 H 3.043 6.434 0.821
15 H 4.292 0.030 -2.601
16 H -3.120 -0.216 -4.562
17 H 4.090 -0.668 2.631
18 C -2.762 2.795 -3.607
19 C 2.888 -4.393 0.914
20 O 0.711 -0.544 -3.008
21 H 5.626 -2.764 -0.163
22 H -0.457 8.040 -0.606
23 H 3.812 -0.025 -0.861
24 H 6.012 -6.449 -0.615
25 H 6.654 -5.362 -1.838
26 C 4.466 0.432 -1.603
27 H -5.636 -3.776 3.788
28 H 5.675 2.165 -3.201
29 H -2.246 3.727 -3.837
30 H 6.325 2.657 -1.639
31 H 4.258 -2.441 -1.021
32 H 0.918 -3.354 -2.369
33 C 3.503 6.116 -0.114
34 H 1.753 -6.932 -2.088
35 H 4.277 -4.207 -3.132
36 H -6.848 0.245 2.588
37 H -5.522 3.541 -3.021
38 H 2.708 -3.338 0.706
39 H 1.130 3.460 1.986
40 H -5.555 -4.177 1.340
41 O -5.966 1.828 0.273
42 H 0.944 0.360 -3.219
43 C -6.227 1.141 2.576
44 H 4.063 2.306 -0.754
45 H -1.111 4.650 -0.638
46 C 0.017 6.332 -1.634
47 O 1.498 -0.768 3.627
48 H 0.815 0.160 2.231
49 H 1.239 8.262 -3.088
50 H 5.677 -2.907 -1.957
51 C 4.411 -4.736 0.645
52 O 1.483 4.331 -1.087
53 C 1.210 8.566 -2.042
54 N -2.838 -4.279 4.125
55 H 0.262 1.503 -1.035
56 H 3.703 5.057 0.048
57 C 3.529 0.252 2.790
58 N 1.338 5.802 -1.042
59 H 3.153 5.030 -2.922
60 H -3.611 -3.375 -2.042
61 C -3.926 1.666 1.529
62 C 6.173 -5.399 -0.861
63 H -0.472 -1.721 -0.460
64 C -0.155 5.745 -3.027
65 O 3.106 2.225 -2.533
66 C -3.528 2.849 -2.278
67 C -4.134 -2.494 5.372
68 H -1.357 -6.622 4.175
69 H -2.311 -7.344 2.769
70 C 4.851 -4.659 -0.805
71 H 1.245 -1.074 -3.600
72 H 1.937 -6.234 0.079
73 C -0.593 1.072 -0.515
74 H -1.272 1.899 -0.307
75 O 4.313 -5.153 -2.972
76 C 2.390 -4.880 -1.603
77 C -5.348 1.164 1.285
78 H -0.891 8.195 -2.293
79 O -1.891 -4.296 5.139
80 H -3.943 2.714 1.830
81 H -3.322 -2.145 6.009
82 H -1.745 -1.874 3.628
83 H -2.166 -2.230 -1.824
84 H -0.647 -4.458 2.673
85 C 5.108 -3.123 -1.053
86 H -3.465 0.941 2.200
87 H 2.234 -0.036 6.020
88 H -3.738 -1.723 -1.474
89 H 4.452 6.645 -0.194
90 C 4.247 1.919 -1.756
91 H 0.226 -1.827 1.122
92 H -4.476 -1.953 -3.927
93 H -2.705 -3.545 -4.777
94 H 1.800 -5.776 -3.450
95 H -0.809 5.978 0.334
96 H 2.401 -3.202 -3.109
97 N 3.805 -5.183 -1.696
98 H 4.324 6.326 -2.655
99 C -2.789 -1.886 3.317
100 C -3.439 -1.874 -3.602
101 H 2.468 2.631 -1.942
102 H -3.275 2.391 -4.480
103 H 3.386 8.491 -1.556
104 H -1.104 6.011 -3.492
105 H -2.011 6.243 -0.812
106 H 1.068 -1.123 4.408
107 O -4.121 1.627 -1.986
108 C -0.117 7.827 -1.619
109 H -3.546 -5.602 1.066
110 C -2.520 -2.473 -4.711
111 H -2.006 2.033 -3.418
112 O 0.431 0.786 1.614
113 C 1.565 -5.903 -2.393
114 H 1.874 1.029 4.064
115 H 1.186 9.652 -1.950
116 C 2.484 0.132 3.952
117 C -4.626 -3.995 1.879
118 C -0.381 0.104 0.656
119 C -3.656 -3.019 3.970
120 H 6.912 -4.984 -0.176
121 H -3.575 0.901 -2.296
122 H -1.823 -3.841 1.423
123 C -4.669 3.855 -2.420
124 O 1.775 3.102 1.375
125 C 2.438 8.049 -1.252
126 H -4.652 -3.330 5.842
127 H 2.159 -2.676 -1.389
128 H 3.347 -1.183 5.533
129 H -4.253 4.797 -2.775
130 H 1.569 4.092 -0.161
131 H -1.481 -2.282 -4.446
132 H -5.313 -2.372 2.768
133 H 4.023 1.201 3.001
134 H 5.162 3.739 -2.431
135 H 1.185 -1.145 -0.163
136 C -4.882 -3.291 3.168
137 H -1.330 0.005 1.182
138 H -2.797 -2.079 -5.689
139 H -2.890 3.067 -1.422
140 C -3.827 -5.307 2.077
141 H 2.825 6.647 -3.409
142 H -5.426 1.773 -0.519
143 H 4.930 -4.063 1.328
144 C 2.625 6.466 -1.279
145 H -6.833 2.023 2.784
146 C 5.442 2.696 -2.278
147 H -1.029 0.568 -1.378
148 H -0.148 4.656 -3.059
149 C -1.513 -4.677 2.049
150 C -2.614 -5.140 2.975
151 C 2.019 -5.163 -0.104
152 H 0.630 6.150 -3.665
153 C 0.173 -1.189 0.240
154 H -1.237 -3.655 4.852
155 H -0.983 2.788 3.745
156 C -2.199 -6.533 3.488
157 C 1.979 -3.449 -2.135
158 O -1.070 1.836 3.723
159 H 5.499 0.158 -1.389
160 H 0.998 -4.828 0.083
161 H -5.171 0.136 0.967
162 H -5.027 4.166 -1.439
163 C 3.267 6.065 -2.601
164 H -4.036 -3.436 1.153
165 C 3.076 -0.145 5.336
166 H 3.992 0.417 5.519
167 H -3.333 1.618 0.616
168 H 0.485 -5.768 -2.339
169 H -4.848 -1.674 5.441
170 H -0.459 1.554 3.043
171 C -1.052 5.736 -0.701

## Properties
structure (SMILES) = CC1(C)CCCC(C)(C)N1O.CC1(C)CCCC(C)(C)N1O.CC1(C)CCCC(C)(C)N1O.CC(C)O.CC(C)O.CC(C)O.CC(C)O.CC(C)O.CC(C)O.O.O.O
E = -2848.05995 hartree
max |F| = 3.50 eV Å⁻¹
HOMO = -8.17 eV
spin multiplicity = 1
orbital gap = 8.387 eV
E_LUMO = 0.21 eV